1.
8 unconnected molecules or ions with the total composition C43H109N7O15 at a distorted geometry. Source: OMol25; level of theory: wB97M-V/def2-TZVPD.

Summary:
largest force on an atom = 3.2 eV/Å
relative energy (zero: lowest compared OMol25 entry of this formula, charge and spin) = 46.7 kcal per mole
multiplicity = 1
E = -87484.3505 eV
SMILES = COCCNCCOC.COCCNCCOC.COCCNCCOC.COCCNCCOC.COCCNCCOC.COCCNCCOC.COCCNCCOC.CO

Geometry (Å):
H: -3.820 -1.015 2.798
H: -2.423 3.921 7.135
H: -0.881 0.365 -10.257
H: -1.599 4.895 -7.432
H: -3.551 -1.932 8.582
H: 2.288 1.731 8.327
H: -0.172 -4.165 6.856
H: 0.852 -2.885 0.673
H: 3.155 1.348 6.812
H: -5.482 5.130 3.523
O: 3.230 0.104 -0.881
H: 5.690 -0.915 -4.440
H: 2.366 4.896 7.147
H: -4.511 -0.867 -3.494
H: -0.762 -4.574 0.125
O: 1.341 0.494 5.421
N: 4.067 -1.747 1.451
N: -0.979 1.301 -9.890
H: 2.908 3.981 8.458
H: -6.589 2.466 2.113
C: 4.899 -0.222 -4.728
C: -3.875 0.015 -3.571
C: 2.066 0.755 -1.446
H: 0.750 1.030 -5.877
C: -2.302 1.453 -9.180
H: -2.805 0.319 -0.528
H: 0.306 -3.981 -3.475
H: 6.954 0.430 -8.322
C: 3.517 0.607 0.448
H: 1.588 -5.668 2.210
C: 4.564 -0.432 0.999
O: -0.463 3.251 -7.359
H: -1.408 3.100 6.402
O: -1.822 -1.272 1.855
H: 2.278 -1.332 1.975
C: 3.448 -0.872 -4.909
H: -1.225 4.432 -5.898
H: -5.085 1.746 -1.971
C: 4.797 2.016 -8.992
C: 0.178 3.205 -8.664
C: 0.196 -2.928 -1.609
H: 3.595 -0.947 3.253
O: 4.979 0.662 -9.038
C: 1.174 0.087 -5.532
C: -3.654 0.308 -1.211
O: 5.140 2.744 6.745
H: 0.454 0.912 -8.461
H: -2.627 -6.547 1.154
N: -0.783 -2.705 -0.550
H: -3.112 -2.483 2.945
H: 4.491 0.951 -6.097
O: -2.391 -0.861 -8.900
H: 2.175 3.131 5.723
O: -0.574 -2.302 7.777
H: 0.574 -2.009 -2.057
H: 4.090 -2.470 0.746
H: 3.470 -1.847 -5.397
H: 4.564 -0.972 -7.251
C: 4.421 4.003 6.799
C: -0.450 -3.695 -2.744
H: -2.229 -0.826 8.840
H: -1.838 -5.139 1.975
C: 1.227 0.652 6.825
H: -6.028 6.186 2.091
N: -3.437 -0.436 7.066
H: -5.543 2.847 3.249
C: -1.875 -2.353 7.330
C: -1.756 -3.190 -4.550
H: 4.289 4.323 5.766
C: -4.422 1.776 6.769
C: -5.594 2.907 2.162
H: -0.422 3.751 -9.392
H: -2.409 2.505 -8.914
C: -0.740 4.527 -6.870
H: 4.910 -0.086 1.973
H: 2.862 -5.377 3.487
C: -5.993 5.205 2.564
C: 3.155 -1.645 2.542
H: -1.108 -4.444 -2.303
C: 2.905 3.975 7.368
H: -1.304 -3.294 1.999
H: 0.114 0.105 3.614
H: -1.838 0.420 -7.253
H: 4.850 2.094 8.816
H: -5.723 2.567 -0.024
H: -2.677 -2.705 -4.874
H: -3.098 1.200 -9.880
C: -4.505 2.023 1.398
H: 6.472 2.752 8.367
H: -7.035 5.007 2.814
H: 6.044 1.216 7.864
H: -2.414 -1.113 3.821
H: -4.832 2.705 7.167
H: -3.279 -1.885 -7.455
H: 3.864 -3.593 3.644
C: -2.298 2.850 6.979
H: 0.919 -3.612 -1.164
H: -3.555 0.370 -7.741
H: -3.560 2.547 1.541
O: -1.260 -2.710 -3.332
H: -3.675 0.909 8.646
H: -5.143 0.260 8.210
O: -3.050 0.014 -2.477
H: 0.592 -2.752 6.062
H: -0.225 -2.255 2.790
H: -2.071 -2.345 6.258
H: -3.240 -0.179 -4.436
C: -4.324 1.674 -1.194
H: 0.257 1.133 6.950
H: 5.683 2.644 -9.080
H: -2.940 -4.851 0.820
H: -1.044 -3.063 -5.365
H: 0.307 -1.129 0.450
C: 0.031 -2.170 0.618
H: -4.303 1.003 1.724
C: 2.233 1.744 7.238
H: -1.531 -2.122 -7.412
H: -2.682 -2.787 -8.756
C: -2.817 -1.437 2.862
H: 5.027 4.688 7.392
C: 5.544 -0.569 -6.994
H: 2.210 0.576 -2.511
H: 1.294 -0.222 7.474
C: -4.201 0.567 7.755
O: -1.111 -5.467 0.067
H: 1.212 0.186 -1.078
C: 0.310 -3.201 7.014
H: 1.248 -3.381 7.540
H: -4.217 -0.510 -0.764
H: -0.585 0.963 4.912
H: -1.575 -2.127 -0.791
C: -2.151 -5.574 1.027
N: 1.933 3.077 6.702
C: -0.856 -2.305 1.903
H: -4.544 0.860 -3.736
O: 2.384 -3.866 2.302
H: 0.156 5.147 -6.893
O: -5.688 4.240 1.645
C: 5.984 -0.066 -8.282
H: 4.174 2.257 -9.854
H: 6.249 -1.347 -6.701
H: -1.948 2.289 7.846
C: 0.138 0.175 4.702
H: 3.248 -5.570 1.682
H: 4.835 0.547 -3.958
H: -3.591 2.472 -1.311
H: 6.383 -0.898 -8.862
C: 5.597 2.197 8.030
C: 3.032 -3.015 3.243
H: -0.133 -0.801 5.105
H: -5.217 1.532 6.064
C: -2.771 -1.371 8.067
H: 2.904 -1.053 -3.982
N: 5.296 0.354 -5.969
H: -2.002 -4.251 -4.515
C: -2.387 -1.989 -8.074
H: 4.143 2.316 -8.173
H: 0.592 -0.726 -5.964
H: -2.743 0.041 6.509
H: 0.997 1.685 -9.927
H: 5.400 -0.551 0.310
C: 0.217 1.709 -9.166
H: 0.955 0.105 -4.464
O: -3.245 2.215 6.107
H: 2.594 0.573 1.027
H: 2.309 -2.968 4.058
H: 1.962 1.818 -1.231
N: -5.072 1.805 0.101
H: 1.196 3.535 -8.462
H: -2.247 -3.363 7.499
H: 4.042 1.562 0.460
O: 2.577 0.018 -5.718
C: 2.555 -5.229 2.451
C: -2.525 0.370 -8.097


2.
A single C19H23N3O4 molecule at a distorted geometry. Source: OMol25; level of theory: wB97M-V/def2-TZVPD.

Summary:
largest force on an atom = 1.4 eV/Å
relative energy (zero: lowest compared OMol25 entry of this formula, charge and spin) = 144.7 kcal per mole
multiplicity = 1
E = -32733.5213 eV
SMILES = COc1cc(CN2CCN(c3ccc(C)cc3)CC2)cc([N+](=O)[O-])c1O

Geometry (Å):
C: -3.295 -1.290 0.231
H: -0.390 -2.414 1.119
C: 4.569 1.848 -1.123
N: 1.841 0.037 0.560
O: -4.235 3.454 0.666
N: -0.554 -0.521 1.954
H: -2.160 -0.052 3.156
H: -0.501 -1.101 -0.088
H: 6.690 1.295 -3.024
C: 3.091 0.295 -0.005
C: -4.112 -3.193 -1.701
C: -2.911 -0.323 1.170
C: -3.357 0.966 1.012
H: -4.561 -3.692 -2.558
H: 1.766 0.597 2.584
H: 4.751 2.843 -1.505
H: 1.860 -1.706 1.761
H: -2.949 -2.303 0.369
C: 4.074 -0.683 -0.151
H: 2.618 2.346 -0.440
H: -5.602 1.550 -2.061
C: 1.361 0.913 1.608
C: -4.103 -0.980 -0.843
C: 1.440 -1.326 0.815
C: 3.365 1.569 -0.512
C: -4.181 1.310 -0.070
H: -0.581 1.210 0.721
N: -4.608 2.660 -0.170
O: -4.522 -1.851 -1.791
H: -2.106 -1.728 2.577
C: -0.086 -1.389 0.894
H: 7.260 2.120 -1.576
C: -4.570 0.351 -1.019
O: -5.343 2.971 -1.107
H: -3.023 -3.286 -1.758
H: 1.773 -1.960 -0.008
H: -3.096 1.742 1.714
C: 6.845 1.185 -1.950
H: 3.918 -1.678 0.236
H: -0.519 1.488 2.484
H: 1.679 1.937 1.417
C: -0.163 0.847 1.675
H: 7.571 0.391 -1.790
H: 6.017 -1.176 -0.869
C: -1.961 -0.683 2.287
C: 5.274 -0.395 -0.775
O: -5.348 0.596 -2.069
H: -4.472 -3.663 -0.780
C: 5.548 0.871 -1.267